No. 1
27
Properties=species:S:1:pos:R:3 method="wB97M-V/def2-TZVPD" energy_ha=-465.8514 total_charge=0 smiles=CCc1ccc(O)cc1.CC
C 2.31 -0.22 -0.15
C 1.07 0.68 -0.13
C 0.15 0.62 1.05
C 0.39 -0.31 2.05
C -0.35 -0.26 3.23
C -1.29 0.74 3.36
O -2.12 0.86 4.46
C -1.49 1.76 2.43
C -0.74 1.67 1.27
H 2.06 -1.25 -0.40
H 2.80 -0.13 0.82
H 3.02 0.06 -0.93
H 1.54 1.68 -0.16
H 0.67 0.68 -1.15
H 1.17 -1.05 1.95
H -0.15 -0.91 4.05
H -1.90 0.14 5.07
H -2.36 2.36 2.62
H -0.82 2.40 0.47
C -1.15 -1.49 -3.61
C 0.24 -0.91 -3.84
H -1.17 -2.36 -2.95
H -1.82 -0.74 -3.22
H -1.71 -1.81 -4.50
H 0.73 -0.74 -2.89
H 0.14 0.06 -4.33
H 0.79 -1.51 -4.56

No. 2
27
Properties=species:S:1:pos:R:3 method="wB97M-V/def2-TZVPD" energy_ha=-465.7925 total_charge=0 smiles=CCc1ccc(O)cc1.CC
C 0.19 0.69 -3.58
C 0.22 -0.53 -2.67
C 0.03 0.25 -1.44
C 1.22 0.58 -0.74
C 1.15 1.38 0.44
C -0.10 1.88 0.82
O -0.26 2.51 2.03
C -1.27 1.60 0.09
C -1.21 0.68 -0.98
H 0.13 0.39 -4.65
H 1.06 1.37 -3.32
H -0.68 1.28 -3.51
H -0.57 -1.25 -2.81
H 1.11 -1.31 -2.84
H 2.21 0.50 -1.16
H 1.99 1.54 0.94
H -0.80 1.99 2.67
H -2.19 2.17 0.14
H -2.10 0.41 -1.67
C 0.56 -2.50 2.45
C -0.57 -1.61 3.02
H 0.50 -3.44 2.90
H 0.57 -2.56 1.39
H 1.53 -2.03 2.81
H -1.01 -2.01 3.94
H -1.51 -1.44 2.48
H -0.20 -0.55 3.25

No. 3
27
Properties=species:S:1:pos:R:3 method="wB97M-V/def2-TZVPD" energy_ha=-465.8611 total_charge=0 smiles=Cc1ccc(O)cc1.CCC
C -2.11 -2.29 0.36
C -0.90 -1.67 1.01
C -1.12 -0.62 1.93
C -0.09 0.13 2.45
C 1.21 -0.05 1.97
O 2.14 0.87 2.33
C 1.44 -1.12 1.13
C 0.40 -1.89 0.61
H -1.85 -3.22 -0.15
H -2.54 -1.63 -0.39
H -2.86 -2.55 1.11
H -2.13 -0.43 2.27
H -0.31 0.76 3.29
H 3.00 0.74 1.91
H 2.47 -1.24 0.79
H 0.61 -2.73 -0.03
C 0.28 2.83 -1.71
C 0.70 1.46 -2.27
C -0.16 0.29 -1.76
H 0.15 2.74 -0.62
H -0.67 3.12 -2.16
H 1.03 3.60 -1.90
H 0.69 1.55 -3.36
H 1.72 1.26 -1.96
H 0.48 -0.54 -1.51
H -0.68 0.54 -0.83
H -0.91 0.07 -2.53

No. 4
27
Properties=species:S:1:pos:R:3 method="wB97M-V/def2-TZVPD" energy_ha=-465.7960 total_charge=0 smiles=Cc1ccc(O)cc1.CCC
C -1.48 -0.17 -2.02
C -0.09 -0.42 -1.49
C 0.57 0.72 -1.09
C 1.89 0.72 -0.66
C 2.67 -0.42 -0.89
O 4.00 -0.31 -0.73
C 2.04 -1.66 -1.27
C 0.66 -1.61 -1.61
H -2.19 -0.93 -2.25
H -1.08 0.30 -2.96
H -2.02 0.44 -1.25
H -0.03 1.62 -1.16
H 2.39 1.50 -0.01
H 4.32 -1.18 -0.35
H 2.55 -2.68 -1.14
H 0.20 -2.44 -2.07
C -2.91 -0.42 3.00
C -3.06 1.12 3.24
C -2.53 1.93 2.07
H -2.05 -0.60 2.23
H -3.90 -0.61 2.51
H -2.96 -1.01 3.84
H -4.10 1.43 3.35
H -2.55 1.30 4.10
H -1.47 1.97 2.09
H -3.01 1.54 1.15
H -2.70 3.02 2.06

No. 5
27
Properties=species:S:1:pos:R:3 method="wB97M-V/def2-TZVPD" energy_ha=-465.7807 total_charge=0 smiles=Cc1ccc(O)cc1.CCC
C -3.10 -0.35 -0.14
C -1.82 0.34 -0.28
C -1.47 1.46 0.36
C -0.44 2.23 -0.26
C 0.15 1.77 -1.37
O 1.21 2.52 -1.92
C -0.23 0.54 -1.95
C -1.04 -0.26 -1.29
H -3.50 -0.64 -1.07
H -3.79 0.34 0.41
H -3.06 -1.34 0.42
H -1.93 1.77 1.28
H -0.17 3.30 0.10
H 2.03 2.02 -1.53
H 0.23 0.30 -2.96
H -1.42 -1.29 -1.64
C 2.04 0.10 1.04
C 1.11 -1.09 1.38
C 1.78 -2.39 1.01
H 1.96 0.90 1.90
H 1.59 0.43 0.09
H 3.07 -0.07 0.78
H 0.60 -1.22 2.30
H 0.29 -0.87 0.64
H 2.80 -2.45 0.60
H 1.90 -3.04 1.93
H 1.23 -3.01 0.19

No. 6
27
Properties=species:S:1:pos:R:3 method="wB97M-V/def2-TZVPD" energy_ha=-465.5459 multiplicity=2 total_charge=+1
C 2.01 0.04 2.61
C -0.35 1.70 -0.57
C -0.99 1.05 0.52
C 1.04 1.69 -0.61
C -0.27 0.41 1.50
C 1.76 1.16 0.43
C 1.09 0.62 1.61
O -0.98 2.18 -1.62
H -2.08 0.95 0.45
H -1.92 2.34 -1.45
H 1.58 1.98 -1.50
H -0.83 -0.04 2.31
H 2.84 1.10 0.32
H 1.95 0.42 3.64
H 3.07 0.17 2.43
H 1.80 -1.04 2.64
C -0.91 -1.83 -0.95
C -2.16 -2.59 -1.41
C 0.32 -2.75 -0.87
H -0.67 -0.98 -1.60
H -1.20 -1.37 -0.02
H -1.95 -3.25 -2.26
H 1.19 -2.23 -1.28
H -3.08 -2.11 -1.80
H -2.59 -3.24 -0.66
H 0.41 -3.18 0.13
H 0.22 -3.46 -1.70

No. 7
28
Properties=species:S:1:pos:R:3 method="wB97M-V/def2-TZVPD" energy_ha=-1073.2308 total_charge=0 smiles="CP=P(C)(C)c1cccc(C)c1"
C -2.88 -2.08 -0.82
P -2.87 -1.01 0.65
P -1.76 0.69 0.13
C -2.11 1.81 1.49
C -1.80 1.66 -1.46
C 0.40 0.40 0.12
C 1.08 1.58 0.21
C 2.45 1.54 0.38
C 3.06 0.25 0.39
C 2.40 -0.97 0.18
C 3.21 -2.30 0.14
C 1.00 -0.82 0.16
H -2.14 -3.05 -0.71
H -3.88 -2.56 -1.12
H -2.62 -1.67 -1.82
H -3.03 2.18 1.39
H -2.16 1.04 2.38
H -1.43 2.62 1.83
H -2.82 2.07 -1.63
H -0.79 2.11 -1.46
H -1.82 0.88 -2.29
H 0.64 2.51 0.12
H 3.07 2.34 0.66
H 4.18 0.32 0.36
H 3.02 -2.82 1.04
H 2.98 -2.94 -0.72
H 4.30 -2.06 0.15
H 0.30 -1.73 0.26

No. 8
39
Properties=species:S:1:pos:R:3 method="wB97M-V/def2-TZVPD" energy_ha=-6470.5324 total_charge=+1
C 1.47 2.97 -1.54
C 2.53 2.20 -0.73
C 2.65 0.76 -1.19
F 3.60 0.11 -0.42
C 1.38 0.00 -1.03
N 0.54 -0.24 -1.98
N -0.49 -0.89 -1.36
C -1.56 -1.42 -2.15
Br -1.01 -2.90 -3.16
C -2.77 -0.88 -2.16
C -3.14 0.34 -1.37
Br -4.14 -1.61 -3.20
C -0.25 -1.04 -0.07
C -1.09 -1.73 0.94
P -1.80 -0.65 2.24
O -1.11 -0.86 3.50
O -3.35 -1.01 2.20
O -1.65 0.83 1.63
N 0.94 -0.49 0.17
B 1.64 -0.48 1.56
C 2.64 -1.61 1.92
O 1.24 0.55 2.31
H 1.42 2.62 -2.58
H 1.69 4.03 -1.54
H 0.48 2.84 -1.10
H 3.51 2.67 -0.80
H 2.23 2.20 0.32
H 2.97 0.71 -2.23
H -3.45 0.06 -0.36
H -2.32 1.05 -1.33
H -4.00 0.83 -1.83
H -0.44 -2.40 1.51
H -1.85 -2.34 0.45
H -3.95 -0.29 2.44
H -2.44 1.38 1.65
H 2.14 -2.49 2.35
H 3.17 -1.96 1.03
H 3.37 -1.24 2.64
H 1.21 0.36 3.26